[1]
ORCA calculation (the ωB97M-V functional and the def2-TZVPD basis) on a molecular structure, C37H91BN8O15.

Atoms and positions in Å:
B -0.5966 -1.0613 -0.5711
H 0.2395 -0.5083 -0.1718
H -1.1438 -1.5658 0.2100
H -1.2417 -0.4046 -1.1340
H -0.1899 -1.7709 -1.2749
C 3.7859 -2.0497 -2.5350
C 2.3223 -1.9999 -2.8953
O 1.6584 -2.8527 -3.4980
N 1.6002 -0.6702 -2.4497
H 1.1344 -0.8760 -1.5775
H 2.2146 0.1221 -2.3278
C 0.6166 -0.1766 -3.5053
H 4.4445 -1.4405 -3.1539
H 4.0653 -3.1010 -2.4652
H 3.9914 -1.7274 -1.5142
H -0.2089 -0.8883 -3.5062
H 1.1269 -0.0978 -4.4653
H 0.3817 0.8190 -3.1289
C -0.7272 -4.3888 -2.6674
C -1.6049 -3.2179 -3.1190
O -1.6182 -2.8256 -4.2460
N -2.5307 -2.5829 -2.0202
H -2.7997 -3.2896 -1.3506
H -1.9942 -1.9659 -1.4273
C -3.7768 -1.9463 -2.6722
H -0.0573 -4.7081 -3.4658
H -1.3605 -5.1394 -2.1946
H -0.1354 -3.9306 -1.8749
H -4.4630 -2.7312 -2.9904
H -3.4356 -1.4095 -3.5574
H -4.2473 -1.2886 -1.9414
C -0.3977 4.0380 -3.3432
C -1.3399 3.2469 -4.2279
O -1.9581 2.3040 -3.7562
N -1.7155 3.6318 -5.6640
H -2.7046 3.7448 -5.8341
H -1.2730 4.5271 -5.8146
C -1.1147 2.6883 -6.6468
H -0.0782 3.5128 -2.4431
H -0.7756 4.9872 -2.9633
H 0.5016 4.2158 -3.9328
H -1.2181 3.1635 -7.6223
H -1.7382 1.7953 -6.6030
H -0.0600 2.5741 -6.3967
C -5.8826 -3.3995 2.7279
C -4.4848 -3.0378 2.2631
O -4.1736 -1.9197 1.9127
N -3.4910 -4.1913 2.3005
H -3.3832 -4.6420 3.1980
H -3.7121 -4.9973 1.7336
C -2.1140 -3.7564 1.8658
H -6.4895 -2.4952 2.7725
H -5.7041 -3.8163 3.7191
H -6.2244 -4.0887 1.9558
H -1.6969 -3.0651 2.5980
H -2.1366 -3.2778 0.8867
H -1.6054 -4.7183 1.9311
C 1.2769 -1.1652 2.3355
C 2.3766 -1.8222 1.5004
O 2.7989 -1.2247 0.4756
N 2.9166 -3.1983 1.9037
H 2.5769 -3.5300 2.7951
H 2.5684 -3.8086 1.1782
C 4.4423 -3.1549 2.0713
H 0.2522 -1.5016 2.1774
H 1.3201 -0.0833 2.2099
H 1.4574 -1.3439 3.3955
H 4.8331 -3.2418 1.0575
H 4.6804 -4.1072 2.5452
H 4.6486 -2.1834 2.5206
C -1.6137 -2.3636 6.3204
C -1.3620 -1.1614 5.4300
O -1.1354 -1.2151 4.2176
N -1.4649 0.2127 6.1390
H -2.2645 0.7428 5.8232
H -1.5689 0.0947 7.1367
C -0.2745 1.1695 5.8531
H -0.9564 -2.2748 7.1853
H -1.2433 -3.1548 5.6685
H -2.6584 -2.6029 6.5191
H -0.5200 2.0484 6.4492
H -0.2228 1.5542 4.8346
H 0.6527 0.6991 6.1806
C -2.3418 6.1684 1.4575
C -3.1708 4.8632 0.9860
C -2.5316 3.6178 1.7948
N -2.9185 2.1881 1.2761
C -2.1132 1.1601 2.0204
C -2.5514 2.1198 -0.1897
C -3.8737 1.9357 -0.9559
C -4.7069 1.1450 0.0965
C -4.4206 1.8555 1.4230
H -2.3886 6.8915 0.6433
H -1.2605 6.0553 1.5353
H -2.6780 6.5213 2.4325
H -3.1592 4.7163 -0.0940
H -4.2122 4.9976 1.2787
H -2.7479 3.6187 2.8631
H -1.4480 3.5804 1.6831
H -1.0303 1.1660 1.8961
H -2.3851 0.1611 1.6797
H -2.2551 1.1784 3.1010
H -1.9800 1.2103 -0.3757
H -1.9896 2.9391 -0.6383
H -3.8210 1.3884 -1.8971
H -4.2247 2.9533 -1.1268
H -4.5481 0.0713 0.1964
H -5.7666 1.3377 -0.0710
H -4.6606 1.2286 2.2819
H -5.0111 2.7714 1.4006
C 6.9636 0.8321 -1.3283
C 6.3783 1.4249 -0.0566
C 5.4923 2.6770 -0.4662
N 4.4690 3.0645 0.5506
C 5.1511 3.3092 1.9096
C 3.4807 1.9275 0.7692
C 2.1105 2.6039 1.0708
C 2.1236 3.5996 -0.0150
C 3.5607 4.2894 0.0926
H 6.1585 0.3767 -1.9050
H 7.7928 0.1516 -1.1349
H 7.4240 1.5649 -1.9909
H 7.0824 1.6575 0.7424
H 5.7478 0.6083 0.2950
H 4.9345 2.4806 -1.3818
H 6.2419 3.4678 -0.4382
H 5.9048 4.0862 1.7822
H 5.4633 2.3924 2.4097
H 4.4270 3.7128 2.6173
H 3.7290 1.1274 1.4666
H 3.3928 1.3902 -0.1751
H 2.0758 3.0318 2.0727
H 1.3146 1.8667 0.9655
H 1.2197 4.2032 0.0666
H 2.0812 3.1444 -1.0045
H 3.6681 5.1062 0.8063
H 3.8396 4.6617 -0.8932
O 3.7489 3.6236 -3.6496
C 3.2140 2.3863 -3.8069
O 2.5628 2.1562 -4.8117
O 3.3224 1.5156 -2.9328
H 3.1451 4.0428 -4.2671
O 2.4835 -5.1262 -0.1428
C 3.0576 -5.9244 -0.9505
O 2.3652 -6.8621 -1.2055
O 4.2406 -5.7756 -1.3001
H 1.9161 -5.8671 -0.3677
O -3.8523 -6.9587 -1.4213
C -3.9433 -5.9401 -0.5714
O -4.3991 -6.1984 0.5561
O -3.6243 -4.7979 -0.8561
H -4.2657 -7.6066 -0.8460

The calculation puts the LUMO energy at -10.68 eV. The net charge is +4.


[2]
ORCA calculation (the ωB97M-V functional and the def2-TZVPD basis) on 11 unconnected molecules or ions with the total composition C30H86N4O11.

Atoms and positions in Å:
C -2.1961 -3.7174 4.0839
C -2.2533 -2.6046 5.0520
O -1.4020 -1.5840 4.5116
H -2.5919 -3.3322 3.1443
H -2.7054 -4.6124 4.4413
H -1.1737 -4.0273 3.8674
H -2.0252 -2.8295 6.0939
H -3.2655 -2.2002 5.0560
H -1.8314 -0.7307 4.6066
C 4.1137 1.6695 0.7112
C 5.0657 1.6806 -0.4749
O 6.0462 2.7058 -0.3481
H 3.5400 2.5905 0.6069
H 4.6781 1.5664 1.6380
H 3.3728 0.8703 0.6919
H 4.5651 1.7510 -1.4406
H 5.5908 0.7301 -0.5689
H 6.8236 2.4825 -0.8652
C 0.1351 5.8505 0.5101
C 1.5531 5.7160 0.0410
O 2.4206 5.7337 1.1322
H 0.0134 6.9192 0.6871
H -0.1191 5.3676 1.4537
H -0.5728 5.5375 -0.2574
H 1.8416 6.5021 -0.6568
H 1.6096 4.7784 -0.5121
H 3.2989 5.6638 0.7510
C -4.3885 2.9802 -1.2990
C -2.8326 2.8253 -1.2283
O -2.2877 3.7717 -2.0756
H -4.9019 2.1987 -0.7389
H -4.7612 3.0289 -2.3222
H -4.6390 3.9458 -0.8597
H -2.4964 1.8391 -1.5483
H -2.5159 2.9272 -0.1903
H -1.8482 3.3293 -2.8054
C -3.9358 -4.6470 -1.5165
C -2.8887 -4.0044 -0.6861
O -3.3958 -2.7817 -0.1715
H -4.2192 -4.0767 -2.4011
H -4.8256 -4.8843 -0.9333
H -3.7643 -5.6459 -1.9174
H -1.9825 -3.7753 -1.2468
H -2.6572 -4.6049 0.1937
H -2.6765 -2.5042 0.4005
C 1.5178 -7.0259 0.6335
C 0.3627 -7.1787 1.6365
O -0.5283 -8.1508 1.1422
H 1.1345 -6.6982 -0.3328
H 2.0308 -7.9336 0.3158
H 2.1874 -6.2553 1.0157
H -0.1611 -6.2580 1.8936
H 0.7779 -7.7311 2.4794
H -0.3856 -8.8502 1.7842
C 3.9755 -1.3623 3.1474
C 4.2816 -2.8616 3.4477
O 3.0604 -3.4928 3.5514
H 4.8403 -0.8672 2.7057
H 3.7386 -0.7632 4.0266
H 3.1495 -1.2081 2.4531
H 4.7690 -3.1165 4.3888
H 4.9500 -3.2431 2.6759
H 2.4872 -2.9452 4.0928
C 3.1955 -0.6391 -3.5853
C 2.8711 -1.5852 -4.6911
C 1.3673 -1.6687 -4.9921
O 0.5945 -1.9766 -3.7775
C -0.8310 -2.2493 -3.9366
N 3.6849 -1.1809 -5.8527
H 4.2540 -0.5677 -3.3348
H 2.7615 -1.0958 -2.6958
H 2.7038 0.3335 -3.5694
H 3.1495 -2.5339 -4.2322
H 1.1742 -2.3604 -5.8121
H 0.9653 -0.7446 -5.4073
H -1.2790 -1.3524 -4.3646
H -1.3293 -2.5188 -3.0054
H -1.0062 -3.0912 -4.6064
H 4.6599 -1.3818 -5.6820
H 3.5212 -1.7159 -6.6936
C 0.8637 4.9887 -3.5817
C 1.2266 3.5098 -3.9119
C 0.1110 2.9248 -4.8347
O -1.1395 2.7857 -4.0843
C -1.9404 1.8583 -4.7394
N 2.5368 3.5427 -4.5167
H 0.8218 5.6367 -4.4571
H 1.5321 5.4438 -2.8508
H -0.1226 5.1860 -3.1618
H 1.2682 2.9010 -3.0087
H 0.5471 2.0118 -5.2401
H -0.0011 3.5293 -5.7348
H -1.3853 0.9218 -4.7935
H -2.2453 2.1697 -5.7384
H -2.7589 1.7848 -4.0233
H 2.6347 2.6478 -4.9746
H 2.4266 4.0928 -5.3566
C -3.0130 2.1051 2.6899
C -2.8325 2.1681 4.2272
C -3.9588 2.8688 4.9768
O -3.8119 2.7891 6.4209
C -3.0520 3.8335 6.9416
N -2.6654 0.8303 4.7705
H -3.9148 1.5158 2.5241
H -2.1782 1.5990 2.2051
H -3.1014 3.1655 2.4537
H -1.9577 2.7998 4.3817
H -4.8180 2.2129 4.8362
H -4.1072 3.9039 4.6692
H -2.8743 3.4713 7.9542
H -3.6169 4.7641 6.8876
H -2.1321 3.9451 6.3676
H -2.3855 0.9355 5.7353
H -3.5514 0.3465 4.7391
C 0.5276 -3.3615 0.7052
C 0.1873 -1.8937 1.0185
C 0.4389 -0.9833 -0.2065
O 0.1601 0.3554 0.1686
C 0.4598 1.3278 -0.8552
N -1.2255 -1.8098 1.3619
H -0.1828 -3.8127 0.0125
H 0.4157 -3.9483 1.6170
H 1.5253 -3.3982 0.2678
H 0.7835 -1.5729 1.8728
H -0.2071 -1.2393 -1.0462
H 1.4892 -1.1016 -0.4731
H 1.3713 1.0823 -1.4002
H 0.6329 2.2877 -0.3687
H -0.3232 1.5571 -1.5780
H -1.3122 -0.8036 1.3532
H -1.3061 -2.0040 2.3498

The calculation puts the LUMO energy (alpha / beta) at -1.84 / -8.59 eV. The net charge is +1. Its multiplicity is 2.


[3]
ORCA calculation (the ωB97M-V functional and the def2-TZVPD basis) on a molecular structure, C32H45N6ORhSi.

Atoms and positions in Å:
Rh -1.1125 1.1771 -0.5717
C -1.4433 -1.4343 -2.4967
C -0.2472 -0.7579 -3.1689
N 0.2481 0.3624 -2.3736
C 0.8249 1.4714 -3.1238
C -0.2417 2.5423 -3.3395
N -0.7016 3.0470 -2.0433
C -1.5377 4.2418 -2.1847
C -2.3583 4.5415 -0.9328
C -3.5407 3.5847 -0.7606
N -3.1128 2.3897 -0.0364
C -4.1256 1.3477 0.1003
C -4.2165 0.4786 -1.1673
N -2.9534 0.4707 -1.9134
C -2.7646 -0.7082 -2.7706
H -1.2754 -1.4896 -1.4149
H -1.5259 -2.4532 -2.8702
H -0.5314 -0.4016 -4.1612
H 0.5510 -1.4976 -3.3110
H 0.9156 -0.0002 -1.6946
H 1.2183 1.1521 -4.0958
H 1.6546 1.9081 -2.5601
H -1.0921 2.0993 -3.8652
H 0.1635 3.3536 -3.9593
H 0.1180 3.3067 -1.4877
H -2.2215 4.0959 -3.0236
H -0.9077 5.1085 -2.4215
H -2.7229 5.5653 -1.0034
H -1.7209 4.4793 -0.0480
H -3.9490 3.3076 -1.7367
H -4.3430 4.0901 -0.2050
H -2.8308 2.6906 0.8945
H -5.1155 1.7770 0.2999
H -3.8428 0.7249 0.9520
H -5.0250 0.8406 -1.8122
H -4.4613 -0.5407 -0.8632
H -2.9372 1.3061 -2.4941
H -2.8064 -0.4307 -3.8280
H -3.5788 -1.4107 -2.5899
O 0.6145 -0.1968 0.2690
Si 1.5693 -1.3304 0.7269
C 3.2685 -1.3161 -0.2006
C 3.9918 -2.4859 -0.3267
C 5.1498 -2.4907 -1.0879
C 5.6016 -1.3208 -1.6725
C 4.8740 -0.1505 -1.5357
C 3.7083 -0.1434 -0.7857
C 2.4209 -1.0036 2.4335
C 2.3911 0.2939 2.9059
C 2.7243 0.5422 4.2265
C 3.1131 -0.5033 5.0476
C 3.1837 -1.7952 4.5517
C 2.8668 -2.0449 3.2239
C 0.8257 -3.0608 0.6740
C 0.7931 -3.7580 -0.5309
C 0.2245 -5.0146 -0.6121
C -0.3320 -5.5980 0.5125
C -0.3006 -4.9246 1.7222
C 0.2699 -3.6659 1.7955
H 3.6548 -3.3949 0.1472
H 5.7039 -3.4086 -1.2092
H 6.5298 -1.3163 -2.2243
H 5.2216 0.7585 -2.0011
H 3.1480 0.7710 -0.6599
H 2.0927 1.1041 2.2602
H 2.6902 1.5520 4.6059
H 3.3753 -0.3120 6.0770
H 3.4917 -2.6099 5.1929
H 2.9589 -3.0482 2.8354
H 1.2312 -3.3117 -1.4123
H 0.2245 -5.5410 -1.5540
H -0.7971 -6.5670 0.4426
H -0.7137 -5.3806 2.6074
H 0.2897 -3.1468 2.7437
C -1.8026 -0.5432 2.4374
C -1.2170 0.8014 2.6499
N -0.9377 1.6885 1.7139
C -0.3945 2.7730 2.3437
C -0.3500 2.5348 3.6843
N -0.8816 1.2897 3.8618
H -1.7618 -0.7786 1.3736
H -2.8315 -0.5908 2.7899
H -1.2335 -1.2941 2.9808
H -0.0703 3.6415 1.8055
H 0.0031 3.1224 4.5048
H -1.0290 0.8354 4.7509

The calculation puts the LUMO energy (alpha / beta) at -4.16 / -8.66 eV. The net charge is +2. Its multiplicity is 5.


[4]
ORCA calculation (the ωB97M-V functional and the def2-TZVPD basis) on a molecular structure, C27H20Br2F4N2O2PSV.

Atoms and positions in Å:
V -0.8732 -1.3321 0.0291
F -5.3487 2.1290 4.2921
C -4.2562 1.7706 3.6717
C -3.0496 2.3877 3.9601
F -2.9910 3.3377 4.8614
C -1.9001 1.9878 3.2859
F -0.7540 2.5846 3.5853
C -1.9174 0.9853 2.3259
P -0.4013 0.5637 1.4545
C 0.2511 2.0182 0.6489
C -0.3397 2.4497 -0.5436
C 0.1001 3.6164 -1.1440
C 1.1291 4.3498 -0.5588
C 1.7086 3.9270 0.6280
C 1.2699 2.7629 1.2424
C 0.7477 -0.1553 2.6170
C 2.0932 -0.2790 2.2490
C 2.9770 -0.9151 3.0998
C 2.5244 -1.4438 4.3067
C 1.1890 -1.3341 4.6681
C 0.2944 -0.6918 3.8249
C -3.1488 0.3881 2.0632
Br -3.3780 -1.0144 0.7725
C -4.3049 0.7554 2.7116
F -5.4558 0.1699 2.4432
H -1.1534 1.8916 -0.9921
H -0.3657 3.9675 -2.0556
H 1.4700 5.2642 -1.0259
H 2.4963 4.5103 1.0851
H 1.7106 2.4510 2.1804
H 2.4520 0.1380 1.3147
H 4.0231 -0.9898 2.8349
H 3.2215 -1.9346 4.9728
H 0.8470 -1.7341 5.6127
H -0.7426 -0.5942 4.1228
Br 2.7420 1.7888 -4.6979
C 0.9332 1.4034 -4.8643
C 0.2307 1.8830 -5.9575
C -1.1199 1.6096 -6.0933
C -1.8207 0.8548 -5.1439
C -1.1623 0.3700 -4.0470
C 0.2187 0.6338 -3.8990
C 1.0038 0.1552 -2.8555
O 1.8793 -0.1312 -2.2034
O -0.5766 -0.6200 -1.3187
H 0.7488 2.4705 -6.7029
H -1.6435 1.9931 -6.9600
H -2.8738 0.6544 -5.2790
H -1.6775 -0.2166 -3.3054
C 2.0578 -5.3917 -2.0845
N 1.6674 -4.2916 -1.1927
C 0.7000 -4.3758 -0.3089
N -0.0330 -5.4630 -0.1902
S 0.4450 -3.0656 0.8531
H 2.8963 -5.0582 -2.6866
H 1.2318 -5.6543 -2.7446
H 2.3718 -6.2560 -1.4985
H 2.2347 -3.4590 -1.1686
H 0.1536 -6.2969 -0.7304
H -0.7323 -5.5251 0.5348

The calculation puts the LUMO energy (alpha / beta) at -10.11 / -9.80 eV. The net charge is +3. Its multiplicity is 2.


[5]
ORCA calculation (the ωB97M-V functional and the def2-TZVPD basis) on a single C3H5ClS molecule.

Atoms and positions in Å:
C 1.7131 1.5716 0.0937
C 0.8854 0.3807 -0.1547
Cl 1.4966 -1.1720 -0.0198
S -0.8385 0.4299 -0.5613
C -1.7607 -1.0589 0.1320
H 2.7331 1.5691 0.0779
H 1.3164 2.5107 -0.0047
H -1.5762 -1.7905 -0.6691
H -2.8714 -1.0763 0.2071
H -1.0977 -1.3643 0.8991

Its SMILES is C=C(Cl)SC. The calculation puts the LUMO energy at 0.62 eV.


no.,total energy (Ha)
1,-3054.20678
2,-2240.69482
3,-2049.69612
4,-8530.95828
5,-975.60544